[1]
Entry from the Open Molecules 2025 dataset: a structure of composition C13H23BCaN6Si at a distorted geometry (the ωB97M-V functional and the def2-TZVPD basis).

```
45
C13H23BCaN6Si, DFT the ωB97M-V functional and the def2-TZVPD basis
Ca 0.158 0.098 0.269
Si 2.057 1.598 2.051
N -0.287 -2.970 -0.677
N 0.146 -2.137 0.353
N -2.449 -1.548 -1.210
N -2.247 -0.490 -0.314
N 0.101 -0.094 -1.962
N -0.383 -1.236 -2.629
C 1.017 -2.839 1.107
C 1.093 1.328 3.637
C 2.607 3.372 1.870
C -0.092 -1.091 -3.934
C -3.773 -1.623 -1.525
C -1.511 3.827 0.571
C 1.129 -4.140 0.619
C 3.510 0.411 1.978
C 0.578 0.092 -4.151
C -4.456 -0.630 -0.813
C 0.289 -4.188 -0.497
C -3.466 0.022 -0.054
C 0.673 0.687 -2.888
B -1.194 -2.299 -1.821
H -5.501 -0.403 -0.837
H -1.681 3.684 1.642
H 1.125 1.652 -2.666
H -0.821 4.661 0.389
H 3.297 3.580 2.706
H -0.350 -1.870 -4.630
H 3.124 3.535 0.908
H -4.169 -2.360 -2.210
H 0.761 0.283 3.788
H 1.541 -2.400 1.954
H -1.131 2.932 0.060
H 0.078 -5.017 -1.171
H 0.976 0.479 -5.083
H -1.577 -3.147 -2.543
H 3.231 -0.623 2.242
H 4.251 0.787 2.700
H 1.751 -4.919 1.020
H -3.626 0.848 0.636
H 0.203 1.984 3.672
H 1.775 1.608 4.458
H -2.455 4.105 0.090
H 3.963 0.399 0.973
H 1.737 4.052 1.924
```

Values from the calculation:
net charge: +2
gap between HOMO and LUMO (alpha / beta): 3.588 / 2.469 eV
E_LUMO (alpha / beta): -10.88 / -11.47 eV
calculated total energy: -1829.118800 Eh



[2]
Entry from the Open Molecules 2025 dataset: a structure of composition C13H23CaCl3F8GaN2O3P at a distorted geometry (the ωB97M-V functional and the def2-TZVPD basis).

```
55
C13H23CaCl3F8GaN2O3P, DFT the ωB97M-V functional and the def2-TZVPD basis
Ga -1.587 -2.913 -0.244
Ca -3.072 -5.044 -2.559
Cl -1.286 -1.459 5.098
Cl -3.800 -4.947 1.071
Cl -4.034 -2.551 -2.490
P -0.356 -4.624 -1.409
F -1.312 5.773 0.538
F 1.377 6.744 0.123
F 1.097 7.878 1.955
F -1.032 7.925 0.256
F -0.118 3.296 1.462
F 0.480 2.214 -0.899
F 1.853 2.319 1.393
F 0.487 4.396 -1.073
O -0.998 -2.692 1.405
O 1.039 5.691 2.084
O 2.854 0.400 -1.653
N 1.048 -0.507 0.209
N -0.647 -4.521 -3.035
C -4.393 -3.629 -1.140
C -0.700 -1.344 1.824
C 1.130 3.334 -0.536
C 2.900 -1.011 -1.394
C 1.843 4.606 1.662
C -5.744 -4.269 -1.243
C 4.177 -1.307 -0.595
C 0.720 6.750 1.297
C 1.134 3.418 0.997
C 0.747 -0.980 1.570
C -0.801 6.886 1.092
C 1.612 -1.492 -0.693
C -3.446 -3.835 -0.203
H 2.951 -1.537 -2.356
H 2.693 4.936 1.063
H -0.765 -5.437 -3.472
H -1.715 -1.650 -1.141
H 1.861 -2.417 -0.144
H -5.804 -4.953 -2.115
H -1.356 -0.618 1.320
H 1.376 -1.846 1.835
H -5.960 -4.861 -0.354
H 4.843 -1.965 -1.160
H 2.521 0.541 -2.546
H -0.903 -1.287 2.898
H 0.880 -1.785 -1.470
H 0.992 -0.183 2.281
H -1.284 7.075 2.053
H 1.682 0.278 0.266
H -0.696 -5.961 -1.042
H 2.232 4.190 2.590
H 2.152 3.296 -0.923
H 4.724 -0.381 -0.409
H -6.547 -3.547 -1.410
H 0.989 -4.597 -0.990
H 3.963 -1.798 0.357
```

Values from the calculation:
gap between HOMO and LUMO: 1.975 eV
E_LUMO: -3.40 eV
calculated total energy: -5967.475556 Eh



[3]
Entry from the Open Molecules 2025 dataset: a structure of composition C13H23Cl2NOPd at a distorted geometry (the ωB97M-V functional and the def2-TZVPD basis).

```
41
C13H23Cl2NOPd, DFT the ωB97M-V functional and the def2-TZVPD basis
Pd 0.398 1.549 -0.509
Cl 0.509 1.106 2.043
Cl 0.924 -1.128 -1.260
O -1.535 -0.408 0.672
N -3.424 -1.644 0.717
C 4.183 0.543 1.478
C -4.780 -1.946 0.290
C 2.997 1.376 0.986
C -3.468 0.437 -0.531
C 3.934 -0.968 1.582
C -4.838 -0.962 -2.112
C 1.686 -0.778 0.400
C -2.716 -0.544 0.337
C 3.090 -1.454 0.405
C -0.829 2.720 -1.353
C 1.651 0.635 0.747
C -3.567 -0.128 -1.936
C -4.895 -2.211 -1.226
H -0.317 2.682 -2.342
H -4.912 -1.286 -3.158
H -4.106 -2.919 -1.519
H -5.459 -1.119 0.561
H -5.102 -2.847 0.829
H 4.516 0.882 2.463
H 1.009 -1.278 1.105
H 2.975 -2.549 0.457
H -5.859 -2.716 -1.393
H -3.572 0.699 -2.656
H -0.717 3.730 -0.908
H -4.462 0.618 -0.099
H 4.887 -1.532 1.615
H 3.225 1.910 0.057
H -3.002 -2.181 1.465
H -2.907 1.374 -0.520
H -1.870 2.381 -1.418
H 5.028 0.727 0.813
H -2.678 -0.743 -2.160
H 2.813 2.108 1.775
H 3.594 -1.228 -0.546
H -5.709 -0.329 -1.888
H 3.373 -1.186 2.508
```

Values from the calculation:
multiplicity: 5
gap between HOMO and LUMO (alpha / beta): 2.801 / 5.034 eV
E_LUMO (alpha / beta): 0.60 / -3.09 eV
calculated total energy: -1687.061044 Eh
ΔE to the lowest compared entry with this formula, charge and spin: 59.8 kcal/mol



[4]
Entry from the Open Molecules 2025 dataset: a structure of composition C13H23ClNPSr at a distorted geometry (the ωB97M-V functional and the def2-TZVPD basis).

```
40
C13H23ClNPSr, DFT the ωB97M-V functional and the def2-TZVPD basis
Sr 0.182 -0.172 0.427
Cl -0.888 -0.392 2.725
P -2.232 0.789 -0.966
N 1.295 -2.562 -2.933
C -0.064 -2.512 -3.441
C -2.580 -1.646 0.285
C 2.238 -1.847 -3.767
C 0.892 -3.302 -0.555
C 1.443 -2.249 -1.531
C -2.682 2.517 -0.819
C -1.419 -4.243 -0.073
C -3.349 -2.803 0.386
C -0.574 -3.164 -0.166
C -3.074 -0.206 0.301
C -1.234 -1.989 0.040
C -2.794 -4.036 0.200
C -2.686 0.098 -2.555
H -2.920 0.254 1.304
H -2.120 3.066 -1.579
H -3.405 -4.899 0.258
H 2.047 -0.756 -3.788
H 0.891 1.905 0.224
H -3.748 0.304 -2.653
H -2.416 2.876 0.179
H 2.515 -2.078 -1.314
H 3.256 -2.005 -3.387
H -2.098 0.597 -3.330
H 0.959 -1.251 -1.434
H -4.144 -0.220 0.073
H 2.180 -2.223 -4.798
H -0.987 -5.185 -0.263
H -3.751 2.523 -1.002
H -0.069 -2.852 -4.487
H 0.975 -4.276 -1.030
H -0.483 -1.484 -3.430
H 1.547 -3.305 0.322
H -0.735 -3.156 -2.853
H 1.200 1.648 -0.455
H -2.480 -0.974 -2.581
H -4.394 -2.613 0.547
```

Values from the calculation:
gap between HOMO and LUMO: 6.138 eV
E_LUMO: -0.18 eV
calculated total energy: -1396.050556 Eh



[5]
Entry from the Open Molecules 2025 dataset: a structure of composition C13H23I2OP2Ru at a distorted geometry (the ωB97M-V functional and the def2-TZVPD basis).

```
42
C13H23I2OP2Ru, DFT the ωB97M-V functional and the def2-TZVPD basis
I 2.394 -0.668 -1.740
I -1.020 1.754 -0.589
Ru 0.292 -0.516 -0.090
P 1.750 0.622 1.266
P -0.961 1.057 -3.050
O -1.049 -2.762 -1.574
C -0.502 -2.611 1.772
C -1.518 -0.506 2.411
C -1.607 -0.479 -3.722
C 3.192 1.536 0.634
C -2.130 -1.143 3.497
C 0.580 1.434 -3.890
C -0.525 -1.873 -1.029
C -0.680 -1.233 1.570
C 2.473 -0.711 2.254
C -2.130 2.316 -3.612
C -1.144 -3.239 2.845
C 1.046 1.794 2.442
C -1.955 -2.511 3.719
H 0.281 1.764 -4.895
H 3.699 1.965 1.509
H 2.856 2.336 -0.036
H 1.724 -1.040 2.985
H 1.125 2.227 -3.370
H 3.362 -0.311 2.750
H 3.860 0.856 0.087
H -1.686 0.547 2.194
H -2.436 -3.003 4.562
H 1.873 2.290 2.959
H 0.141 -3.181 1.095
H -1.032 -4.315 2.977
H -2.054 -0.210 -4.688
H -2.119 2.345 -4.709
H 1.217 0.537 -3.947
H -0.803 -1.210 -3.870
H -1.847 3.296 -3.213
H -2.772 -0.571 4.157
H -3.139 2.058 -3.267
H -2.370 -0.904 -3.060
H 2.749 -1.553 1.605
H 0.408 1.277 3.166
H 0.455 2.537 1.897
```

Values from the calculation:
multiplicity: 6
net charge: +2
gap between HOMO and LUMO (alpha / beta): 6.409 / 4.290 eV
E_LUMO (alpha / beta): -6.52 / -10.64 eV
calculated total energy: -1956.693513 Eh
ΔE to the lowest compared entry with this formula, charge and spin: 0.0 kcal/mol



- Among the records above, which one has the highest calculated total energy?
  C13H23ClNPSr



- Among the records above, which one has the highest calculated total energy?
  C13H23ClNPSr



Please write out number 4 again, unchanged.
Entry from the Open Molecules 2025 dataset: a structure of composition C13H23ClNPSr at a distorted geometry (the ωB97M-V functional and the def2-TZVPD basis).

```
40
C13H23ClNPSr, DFT the ωB97M-V functional and the def2-TZVPD basis
Sr 0.182 -0.172 0.427
Cl -0.888 -0.392 2.725
P -2.232 0.789 -0.966
N 1.295 -2.562 -2.933
C -0.064 -2.512 -3.441
C -2.580 -1.646 0.285
C 2.238 -1.847 -3.767
C 0.892 -3.302 -0.555
C 1.443 -2.249 -1.531
C -2.682 2.517 -0.819
C -1.419 -4.243 -0.073
C -3.349 -2.803 0.386
C -0.574 -3.164 -0.166
C -3.074 -0.206 0.301
C -1.234 -1.989 0.040
C -2.794 -4.036 0.200
C -2.686 0.098 -2.555
H -2.920 0.254 1.304
H -2.120 3.066 -1.579
H -3.405 -4.899 0.258
H 2.047 -0.756 -3.788
H 0.891 1.905 0.224
H -3.748 0.304 -2.653
H -2.416 2.876 0.179
H 2.515 -2.078 -1.314
H 3.256 -2.005 -3.387
H -2.098 0.597 -3.330
H 0.959 -1.251 -1.434
H -4.144 -0.220 0.073
H 2.180 -2.223 -4.798
H -0.987 -5.185 -0.263
H -3.751 2.523 -1.002
H -0.069 -2.852 -4.487
H 0.975 -4.276 -1.030
H -0.483 -1.484 -3.430
H 1.547 -3.305 0.322
H -0.735 -3.156 -2.853
H 1.200 1.648 -0.455
H -2.480 -0.974 -2.581
H -4.394 -2.613 0.547
```

Values from the calculation:
gap between HOMO and LUMO: 6.138 eV
E_LUMO: -0.18 eV
calculated total energy: -1396.050556 Eh



- Among the records above, which one has the lowest calculated total energy?
  C13H23CaCl3F8GaN2O3P